1.
C4H14NOS | wB97M-V/def2-TZVPD

The geometry in XYZ format:
```
21
Properties=species:S:1:pos:R:3:nbo_charge:R:1
C 0.490 -0.125 -2.565 -0.634
C -0.233 0.021 -1.213 -0.057
C 0.387 1.064 -0.313 -0.450
C -0.047 1.142 1.219 -0.515
S -1.849 1.366 1.560 -0.029
N 0.003 -1.254 -0.482 -0.700
H 1.558 0.019 -2.344 0.224
H 0.235 -1.060 -3.070 0.226
H 0.236 0.689 -3.247 0.260
H -1.308 0.207 -1.219 0.239
H 0.131 2.063 -0.712 0.246
H 1.472 1.125 -0.474 0.230
H 0.240 0.157 1.643 0.183
H 0.548 1.958 1.641 0.247
H -1.656 0.962 2.839 0.152
H 0.995 -1.484 -0.325 0.465
H -0.468 -1.254 0.432 0.447
H -0.278 -2.038 -1.098 0.437
H 2.719 -3.207 -0.742 0.496
H 3.183 -2.322 0.412 0.498
O 2.398 -2.740 0.037 -0.964
```

Computed properties:
- ΔE to the lowest compared entry with this formula, charge and spin: 59.4 kJ/mol
- E: -18741.5728 eV
- Net charge: +1
- HOMO: -12.7679 eV
- Max |F|: 2.8 eV Å⁻¹

---

2.
C5H9NO | wB97M-V/def2-TZVPD

The geometry in XYZ format:
```
16
Properties=species:S:1:pos:R:3:nbo_charge:R:1
C -1.415 -0.602 0.992 -0.724
C 0.318 0.912 -0.491 0.147
C -0.209 0.143 -1.631 -0.793
C 1.476 0.334 0.186 -0.284
O 1.769 -1.033 -0.062 -0.749
C -1.380 0.861 1.136 0.256
N -1.627 1.928 1.510 -0.295
H -0.444 -1.079 0.840 0.261
H -1.853 -0.958 1.926 0.259
H -2.071 -0.862 0.160 0.252
H -1.221 0.444 -1.924 0.232
H -0.097 -0.948 -1.638 0.210
H 0.465 0.542 -2.410 0.286
H 2.235 1.013 -0.256 0.249
H 1.469 0.560 1.264 0.217
H 2.587 -1.255 0.398 0.476
```

Computed properties:
- ΔE to the lowest compared entry with this formula, charge and spin: 514.7 kJ/mol
- E: -8863.8783 eV
- Net charge: 0
- HOMO: -8.1696 eV
- Max |F|: 1.4 eV Å⁻¹

---

3.
C3H3N3S | wB97M-V/def2-TZVPD

The geometry in XYZ format:
```
10
Properties=species:S:1:pos:R:3:nbo_charge:R:1
C 0.659 -0.372 -0.919 0.177
C -1.381 -0.059 0.526 0.149
C 1.384 0.525 -0.337 0.229
N 0.584 -1.538 -1.318 -0.579
N -0.928 -0.315 1.654 -0.666
N 1.599 1.605 0.263 -0.619
S -2.401 0.232 -0.566 0.101
H -0.328 -1.735 -1.847 0.394
H 0.027 -0.473 1.907 0.416
H 0.786 2.130 0.638 0.400
```

Computed properties:
- ⟨S²⟩: 2.02
- ΔE to the lowest compared entry with this formula, charge and spin: 72.7 kJ/mol
- E: -18459.8761 eV
- Net charge: 0
- HOMO (alpha / beta): -7.6570 / -9.9608 eV
- Max |F|: 5.5 eV Å⁻¹
- Spin multiplicity: 3

---

4.
C6H14NO | wB97M-V/def2-TZVPD

The geometry in XYZ format:
```
22
Properties=species:S:1:pos:R:3:nbo_charge:R:1
C 1.521 1.449 1.015 -0.365
C 1.346 0.254 0.470 -0.030
C 2.149 -0.955 0.811 -0.646
C 0.292 0.077 -0.628 0.056
O 0.359 1.082 -1.635 -0.757
C -1.174 0.159 -0.120 -0.054
C -1.574 -1.041 0.712 -0.642
N -2.030 0.292 -1.341 -0.689
H 0.933 2.304 0.726 0.203
H 2.272 1.625 1.763 0.224
H 2.661 -1.335 -0.073 0.229
H 2.892 -0.712 1.563 0.240
H 1.511 -1.750 1.192 0.222
H 0.444 -0.906 -1.103 0.180
H 1.262 1.407 -1.716 0.517
H -1.281 1.082 0.457 0.234
H -2.628 -1.008 0.979 0.235
H -1.373 -1.971 0.186 0.223
H -1.000 -1.044 1.634 0.260
H -2.935 0.723 -1.133 0.445
H -1.464 0.892 -1.977 0.479
H -2.183 -0.623 -1.780 0.437
```

Computed properties:
- SMILES: C=C(C)[C@H](O)[C@H](C)[NH3+]
- ΔE to the lowest compared entry with this formula, charge and spin: 26.7 kJ/mol
- E: -9979.9682 eV
- Net charge: +1
- HOMO: -13.4268 eV
- Max |F|: 1.3 eV Å⁻¹

---

5.
C47H39As2BrN9O9Ti | wB97M-V/def2-TZVPD

The geometry in XYZ format:
```
108
Properties=species:S:1:pos:R:3:mulliken_charge:R:1
Ti 0.139 -1.130 -0.650 -0.313
C -3.780 -4.447 0.688 -0.667
C -3.223 -3.202 0.384 -0.518
N -1.932 -2.997 0.488 0.566
C -1.172 -4.009 0.918 -0.413
C -1.732 -5.221 1.319 -0.614
N -3.043 -5.451 1.187 -0.530
C 0.308 -3.916 0.711 0.854
C 1.213 -4.659 1.506 -1.040
C 2.534 -4.716 1.102 0.906
C 2.943 -4.101 -0.060 -0.820
C 1.995 -3.386 -0.760 1.015
N 0.713 -3.203 -0.396 -0.162
C 2.320 -2.691 -2.043 -0.717
C 3.255 -3.136 -2.930 -0.382
N 3.454 -2.540 -4.104 -0.497
C 2.730 -1.472 -4.369 -0.590
C 1.804 -0.997 -3.413 -0.266
N 1.508 -1.607 -2.291 0.604
C 3.526 -5.417 1.934 0.270
C 3.252 -6.584 2.742 -0.671
C 4.261 -7.083 3.532 -0.386
N 5.371 -6.427 3.748 -0.490
C 5.642 -5.306 3.111 -0.480
C 4.784 -4.840 2.112 -0.625
H -4.849 -4.606 0.644 0.482
H -3.902 -2.448 0.021 0.482
H -1.215 -6.027 1.761 0.564
H 0.969 -5.195 2.386 0.865
H 3.977 -4.276 -0.430 0.822
H 3.773 -4.102 -2.861 0.490
H 2.861 -0.998 -5.340 0.482
H 1.270 -0.072 -3.668 0.494
H 2.336 -7.146 2.677 0.479
H 4.143 -8.017 4.071 0.398
H 6.552 -4.772 3.411 0.369
H 5.006 -3.930 1.614 0.505
Br 1.464 3.109 -6.856 -0.127
C 2.246 3.769 -5.267 0.037
C 3.222 3.111 -4.576 -0.522
C 3.677 3.661 -3.360 0.072
C 3.112 4.846 -2.926 -0.140
C 2.093 5.491 -3.630 -0.363
C 1.593 4.888 -4.788 -0.622
N 3.454 5.475 -1.679 -0.698
N 3.280 4.750 -0.675 -0.141
C 2.846 3.398 -0.587 0.374
C 3.626 2.636 0.234 -0.522
C 3.321 1.286 0.493 -1.182
C 2.136 0.673 -0.128 0.825
O 1.611 -0.558 0.094 -0.325
C 1.325 1.508 -0.867 -0.198
N 0.132 0.955 -1.255 1.532
C -0.713 1.665 -2.003 -0.664
C -0.543 2.988 -2.229 -2.291
C 0.642 3.582 -1.710 -0.538
C 1.674 2.844 -1.127 0.613
H 3.749 2.236 -5.010 0.556
H 4.510 3.199 -2.806 0.547
H 1.696 6.512 -3.362 0.460
H 0.851 5.368 -5.412 0.575
H 4.605 3.061 0.516 0.507
H 4.074 0.680 1.028 0.533
H -1.548 1.167 -2.328 1.010
H -1.217 3.689 -2.702 0.645
H 0.692 4.650 -1.897 0.749
C 0.222 1.183 4.395 -0.504
O 0.664 2.106 3.391 -0.336
C -0.110 2.346 2.299 0.257
O 0.335 2.985 1.380 -0.412
C -1.475 1.691 2.190 -0.989
C -2.532 2.342 2.624 1.249
As -4.392 1.664 2.361 -0.013
C -5.235 3.309 1.685 -1.127
C -4.082 0.791 0.613 1.427
C -3.029 0.074 0.198 -0.374
As -1.434 -0.052 1.263 2.039
C -1.846 -1.265 2.765 -1.777
C -3.088 -0.557 -1.128 0.152
O -4.002 -0.726 -1.842 -0.465
O -1.756 -0.977 -1.634 0.549
C -1.762 -1.715 -2.835 -1.170
C -5.373 0.820 -0.218 -0.341
O -6.332 0.146 0.079 -0.548
O -5.267 1.672 -1.189 -0.184
C -6.347 1.696 -2.141 -0.820
C -2.473 3.528 3.558 0.261
O -3.478 3.737 4.254 -0.600
O -1.328 4.206 3.601 -0.261
C -1.186 5.248 4.607 -0.785
H 0.994 1.124 5.105 0.486
H -0.070 0.175 3.995 0.033
H -0.651 1.621 4.923 0.251
H -5.218 3.988 2.530 0.427
H -6.286 3.122 1.392 0.363
H -4.644 3.676 0.809 0.385
H -1.761 -0.648 3.677 0.812
H -2.830 -1.731 2.611 0.462
H -1.136 -2.075 2.805 0.438
H -1.174 -2.605 -2.624 0.139
H -1.287 -1.148 -3.617 0.150
H -2.750 -1.939 -3.087 0.730
H -6.351 2.659 -2.600 0.282
H -7.285 1.519 -1.611 0.374
H -6.123 0.926 -2.895 0.298
H -0.126 5.366 4.807 0.311
H -1.843 5.053 5.446 0.353
H -1.559 6.159 4.126 0.312
```

Computed properties:
- ΔE to the lowest compared entry with this formula, charge and spin: 0.0 kJ/mol
- E: -296017.4048 eV
- Net charge: +3
- HOMO: -15.1416 eV
- Max |F|: 4.2 eV Å⁻¹